(1)
Here is 2 unconnected molecules or ions with the total composition C4H8ClNO2 from the OMol25 dataset. Energies are from the ωB97M-V functional and the def2-TZVPD basis.

Atoms and positions in Å:
1 Cl 4.06444 0.07307 -0.94676
2 O 1.35058 0.66421 0.05997
3 O 1.94459 -1.14222 -1.91667
4 N 0.35293 -0.17792 -0.10748
5 C -1.82620 -1.02190 0.39809
6 C 2.58471 -0.11513 -1.78897
7 C -0.98728 1.15089 1.24942
8 C -0.77925 -0.00503 0.47636
9 H -2.03538 1.48110 1.12043
10 H 0.64427 -0.94022 -0.82205
11 H -2.77140 -0.86494 -0.07160
12 H -2.11202 -1.14513 1.46162
13 H 2.21015 0.82544 -2.37310
14 H -0.28379 2.01821 1.02000
15 H -0.99328 0.96924 2.36605
16 H -1.36308 -1.76966 -0.12531

Energy = -822.5343 a.u.
Kohn-Sham gap = 9.41 eV
Highest occupied orbital energy = -8.604 eV
SMILES = CC(C)=[NH+][O-].O=CCl
Maximum force = 4.54 eV/A

From a natural (NBO) analysis of the wavefunction, the atomic charges in e read: number 1, Cl, carries 0.012; number 2, O, carries -0.600; number 3, O, carries -0.614; number 4, N, carries -0.094; number 5, C, carries -0.647; number 6, C, carries 0.381; number 7, C, carries -0.681; number 8, C, carries 0.244; number 9, H, carries 0.226; number 10, H, carries 0.413; number 11, H, carries 0.232; number 12, H, carries 0.227; number 13, H, carries 0.167; number 14, H, carries 0.271; number 15, H, carries 0.241; number 16, H, carries 0.222

---

(2)
Here is a molecular structure, C2H4B4Cl2F16HgSn from the OMol25 dataset. Energies are from the ωB97M-V functional and the def2-TZVPD basis.

Atoms and positions in Å:
1 Hg -4.67579 -0.54849 -3.09699
2 Sn 3.47032 2.03186 0.41915
3 Cl 3.31745 -4.41476 2.29730
4 Cl 2.18832 -7.49582 4.30258
5 F 0.47113 -0.88187 -1.43750
6 F -4.36428 1.83279 -5.58710
7 F 1.12864 5.40230 -1.56334
8 F -0.51996 -0.05760 5.24061
9 F -2.73561 3.29700 -5.11977
10 F 0.75912 1.57501 5.85583
11 F -4.90035 4.09603 -5.41960
12 F 1.96041 4.39232 -3.31064
13 F -0.00707 1.41250 3.79271
14 F -1.12196 -0.46205 -3.04245
15 F 2.92456 6.27855 -2.22938
16 F -1.03704 0.77917 -1.18193
17 F -4.33951 3.01554 -3.65756
18 F 1.62351 0.07435 4.36539
19 F 1.01015 6.40246 -3.49290
20 F -1.66839 -1.25824 -0.96652
21 C 1.54882 -5.90669 3.84106
22 C 1.94195 -5.63188 2.33997
23 B -4.11195 3.04525 -5.00115
24 B 0.51992 0.70858 4.79653
25 B 1.80008 5.59823 -2.68310
26 B -0.79837 -0.50578 -1.65105
27 H 1.78189 -5.10816 4.54542
28 H 2.24262 -6.54457 1.82548
29 H 1.11564 -5.18103 1.79037
30 H 0.47575 -5.94502 4.02857

Energy = -3064.1595 a.u.
Kohn-Sham gap = 1.50 eV
Highest occupied orbital energy = -10.534 eV
Maximum force = 5.00 eV/A

From a natural (NBO) analysis of the wavefunction, the atomic charges in e read: number 1, Hg, carries 1.202; number 2, Sn, carries 1.857; number 3, Cl, carries -0.104; number 4, Cl, carries -0.053; number 5, F, carries -0.550; number 6, F, carries -0.515; number 7, F, carries -0.521; number 8, F, carries -0.507; number 9, F, carries -0.422; number 10, F, carries -0.535; number 11, F, carries -0.460; number 12, F, carries -0.562; number 13, F, carries -0.538; number 14, F, carries -0.521; number 15, F, carries -0.563; number 16, F, carries -0.530; number 17, F, carries -0.429; number 18, F, carries -0.563; number 19, F, carries -0.521; number 20, F, carries -0.533; number 21, C, carries -0.410; number 22, C, carries -0.353; number 23, B, carries 1.303; number 24, B, carries 1.297; number 25, B, carries 1.302; number 26, B, carries 1.308; number 27, H, carries 0.241; number 28, H, carries 0.231; number 29, H, carries 0.223; number 30, H, carries 0.225

---

(3)
Here is 13 unconnected molecules or ions with the total composition C39H104O39S13 from the OMol25 dataset. Energies are from the ωB97M-V functional and the def2-TZVPD basis.

Atoms and positions in Å:
1 S -9.08412 -3.79610 1.85857
2 S -2.83599 1.81609 -4.25490
3 S 0.57246 -0.35448 1.81475
4 S 1.81893 -3.39133 -1.71199
5 S 5.73973 2.91330 -0.32039
6 S 0.33622 0.24765 -7.39211
7 S 5.04947 0.38870 -5.09710
8 S 3.12687 4.26927 3.53903
9 S -5.17186 -2.83818 4.61523
10 S 0.77742 -5.08316 3.96194
11 S -3.60244 -4.72113 0.39301
12 S -1.49994 3.21510 0.09050
13 S 2.47782 7.49503 -0.94249
14 O -0.62929 0.49237 -8.43750
15 O 6.00260 2.43343 1.02550
16 O 4.08013 0.89515 -3.89633
17 O 0.85933 -1.76378 2.02911
18 O 1.97183 5.02588 3.22344
19 O 2.28698 -2.10634 -2.10968
20 O -10.06877 -4.51058 1.12214
21 O 2.11267 7.51915 -2.33027
22 O -2.38732 3.31392 -4.07155
23 O -4.60032 -3.15530 3.31713
24 O -1.27409 4.59196 -0.19616
25 O -6.53448 -2.46706 4.75355
26 O 0.54076 1.26497 -6.41715
27 O 3.81673 7.79852 -0.51814
28 O -0.19421 -1.10181 -6.63109
29 O -9.56985 -2.82593 2.77797
30 O -2.96565 -5.34716 -0.92913
31 O 0.40156 -3.72553 -1.92376
32 O -8.18558 -3.21648 0.70637
33 O 1.48590 8.51102 -0.23807
34 O 2.67466 -4.40293 -2.62009
35 O 0.49442 -5.29457 2.55625
36 O -1.81974 0.85628 -3.85222
37 O 4.35915 4.83879 3.22519
38 O -1.60132 3.00354 1.65565
39 O -4.24738 -1.74194 5.32691
40 O -4.89794 -5.29673 0.66141
41 O 0.48098 0.48468 3.04039
42 O 3.22396 3.96262 5.09230
43 O -0.76297 -0.22643 1.02822
44 O -0.55130 2.29181 -0.49681
45 O 6.16774 1.28967 -5.14998
46 O 4.28553 0.24290 -6.29178
47 O -0.30317 -4.76906 4.82853
48 O -4.13363 1.82141 -3.59546
49 O 6.81586 4.05437 -0.63319
50 O 1.76666 -6.19737 4.63736
51 O -3.52372 -3.29426 0.16895
52 O 4.39355 3.40594 -0.57056
53 C 1.93841 5.99328 -0.17014
54 C 5.65205 -1.12407 -4.47691
55 C -2.33198 -0.78130 -0.83656
56 C -1.46650 3.97654 3.80270
57 C -8.00011 -4.92123 2.59496
58 C -0.94134 -2.17069 -4.60574
59 C -5.06222 -4.23263 5.65155
60 C -3.22361 -0.36848 3.48018
61 C 6.15762 1.71346 -1.55934
62 C -7.06594 -1.53427 -0.46595
63 C 2.16985 4.20413 7.20063
64 C 2.33519 -6.76111 -2.27788
65 C -3.18361 2.86192 -0.36214
66 C 1.14908 -7.20681 5.46773
67 C 1.86573 9.08456 1.01308
68 C -2.86421 -4.46973 -2.06065
69 C 1.91227 -7.36178 6.76377
70 C -0.67824 4.90463 -3.43883
71 C -0.95028 3.68115 -4.34945
72 C -3.06526 -1.34861 4.65868
73 C 2.03370 1.28972 -2.84168
74 C -2.37148 -5.34181 -3.21395
75 C -0.73163 3.76049 2.50486
76 C 2.69410 0.96522 -4.12459
77 C 1.99968 3.66884 5.80389
78 C 1.84789 -0.27616 -8.21985
79 C 2.08790 -5.61402 -3.22025
80 C 0.80890 8.71591 2.00745
81 C 2.35051 -3.85003 -0.12467
82 C 1.79339 0.26131 0.71552
83 C 6.67191 5.34297 0.21172
84 C 7.20370 6.43842 -0.65709
85 C -2.54890 -5.40063 1.57741
86 C 0.21034 -1.43947 -5.33980
87 C -7.08561 -2.26981 0.82977
88 C 1.94751 -3.84794 4.07915
89 C 3.01250 2.72870 2.96376
90 C -1.06159 -1.17825 -0.07724
91 C -3.06000 1.83457 -6.03100
92 H -3.47869 1.89285 -0.09475
93 H 1.71019 -1.10696 -8.89718
94 H -1.69544 -1.41767 -4.64006
95 H 2.35122 -0.01904 -4.44091
96 H -1.61216 5.42044 -3.32622
97 H 1.12616 -8.11610 4.89536
98 H 5.52780 0.87900 -1.41264
99 H -0.89769 3.92818 -5.38546
100 H -0.16870 -1.23001 -0.69480
101 H -2.09456 0.20132 -1.23021
102 H -2.50563 -1.50106 -1.61293
103 H 2.00148 -6.46913 7.33284
104 H 2.57453 -5.67291 -4.16766
105 H -1.67594 -4.77122 1.70548
106 H 2.60220 5.25585 -0.59992
107 H -0.60244 -2.26808 -3.58950
108 H -3.01121 -5.29567 2.57443
109 H 0.93555 1.35238 -2.96660
110 H -0.80252 4.03676 4.66066
111 H 3.94782 2.20504 3.26418
112 H -2.18496 0.03043 3.21772
113 H 0.44123 -0.54316 -4.74331
114 H 2.24313 -3.68839 5.09224
115 H 2.56936 -0.46688 -7.44301
116 H 1.04178 9.24567 2.93839
117 H 2.22400 2.11422 3.39766
118 H 1.08592 4.01295 5.33329
119 H -7.45849 -5.51629 1.83893
120 H 2.92966 2.71168 1.84056
121 H -1.21132 -3.13407 -5.09482
122 H -2.44754 -2.23306 4.42479
123 H -2.10022 -3.72546 -1.86168
124 H -8.03476 -1.00094 -0.69172
125 H -5.63290 -5.01061 5.18099
126 H 4.75050 -1.70897 -4.24614
127 H 1.66863 -6.72376 -1.40903
128 H -8.59263 -5.60722 3.21356
129 H 2.08913 0.60152 -8.74693
130 H 3.32578 -6.79623 -1.75537
131 H 2.51662 2.24718 -2.43135
132 H -2.35208 -6.49301 1.35123
133 H -4.04640 -4.48356 5.90976
134 H 1.96289 -4.80206 0.19823
135 H 1.14671 -1.97899 -5.48330
136 H 3.07534 3.87133 7.71240
137 H 2.74652 0.31911 1.27295
138 H 1.42607 1.15825 0.29644
139 H 2.46805 1.65535 -4.91881
140 H 2.94697 -7.57232 6.41308
141 H -6.14605 -2.76954 0.92949
142 H -2.14566 3.13799 3.94568
143 H 0.80140 7.65568 2.13957
144 H 6.02785 2.23658 -2.48524
145 H 1.50087 -8.14952 7.34449
146 H 2.86494 8.76129 1.30634
147 H -2.07893 4.90948 3.76379
148 H 1.24927 3.85853 7.71298
149 H -3.83284 -3.93552 -2.14816
150 H -3.17120 -0.87988 -0.11999
151 H 2.88133 -4.08627 3.61057
152 H 2.29706 0.43954 -2.17178
153 H 2.15060 5.27589 7.23562
154 H -3.82844 2.63695 -6.19546
155 H -6.83632 -2.18254 -1.26196
156 H 0.88077 5.82959 -0.40977
157 H -2.39531 -4.85035 -4.17068
158 H -3.86176 3.52046 0.14063
159 H 1.51309 -2.90248 3.70563
160 H -0.22595 2.81771 -4.23305
161 H 5.63128 5.48744 0.47388
162 H -7.34453 -4.37106 3.18865
163 H 1.80946 2.60012 5.88272
164 H -0.00320 5.71886 -3.65910
165 H 1.99564 -3.17443 0.62178
166 H 7.32001 7.35614 -0.12388
167 H -2.08383 2.05514 -6.44590
168 H 0.17519 3.17372 2.57202
169 H 1.97829 -0.47521 -0.07194
170 H -3.73531 0.46007 3.87160
171 H 6.08026 -1.65782 -5.27882
172 H -0.37832 4.65615 1.97525
173 H -7.21173 -1.59504 1.66135
174 H 1.79697 10.18286 0.84037
175 H -0.48576 4.55437 -2.40747
176 H 2.10450 6.16667 0.90604
177 H 0.16669 -6.81531 5.66241
178 H 8.23005 6.17365 -0.95815
179 H -1.34465 -5.60897 -2.94800
180 H 6.57660 6.50411 -1.55060
181 H -3.24370 3.05586 -1.40344
182 H -0.11732 9.09208 1.60484
183 H 7.17300 1.34317 -1.31516
184 H -2.49923 -0.82942 5.43373
185 H -1.20813 -2.18468 0.42119
186 H 3.42687 -3.90392 -0.02308
187 H -3.60280 -0.67825 2.52639
188 H -5.53378 -4.09144 6.62194
189 H -6.27875 -0.79450 -0.38608
190 H -2.98053 -6.25634 -3.24362
191 H -3.48314 0.83725 -6.29850
192 H 7.26152 5.21004 1.14791
193 H 1.06569 -5.26039 -3.40816
194 H 6.27061 -1.08349 -3.62820
195 H 2.17383 -7.70067 -2.77616

Energy = -9658.9367 a.u.
Kohn-Sham gap = 9.82 eV
Highest occupied orbital energy = -10.136 eV
Maximum force = 4.40 eV/A

Löwdin population analysis, charges in e, atoms 1 to 99: number 1, S, carries 0.527; number 2, S, carries 0.577; number 3, S, carries 0.607; number 4, S, carries 0.603; number 5, S, carries 0.590; number 6, S, carries 0.622; number 7, S, carries 0.605; number 8, S, carries 0.484; number 9, S, carries 0.582; number 10, S, carries 0.600; number 11, S, carries 0.590; number 12, S, carries 0.594; number 13, S, carries 0.578; number 14, O, carries -0.285; number 15, O, carries -0.305; number 16, O, carries -0.249; number 17, O, carries -0.320; number 18, O, carries -0.262; number 19, O, carries -0.270; number 20, O, carries -0.276; number 21, O, carries -0.276; number 22, O, carries -0.280; number 23, O, carries -0.286; number 24, O, carries -0.285; number 25, O, carries -0.256; number 26, O, carries -0.273; number 27, O, carries -0.290; number 28, O, carries -0.245; number 29, O, carries -0.259; number 30, O, carries -0.253; number 31, O, carries -0.301; number 32, O, carries -0.248; number 33, O, carries -0.260; number 34, O, carries -0.283; number 35, O, carries -0.286; number 36, O, carries -0.296; number 37, O, carries -0.226; number 38, O, carries -0.253; number 39, O, carries -0.229; number 40, O, carries -0.276; number 41, O, carries -0.303; number 42, O, carries -0.226; number 43, O, carries -0.271; number 44, O, carries -0.279; number 45, O, carries -0.271; number 46, O, carries -0.267; number 47, O, carries -0.268; number 48, O, carries -0.296; number 49, O, carries -0.276; number 50, O, carries -0.263; number 51, O, carries -0.296; number 52, O, carries -0.316; number 53, C, carries -0.094; number 54, C, carries -0.105; number 55, C, carries -0.035; number 56, C, carries -0.028; number 57, C, carries -0.122; number 58, C, carries -0.026; number 59, C, carries -0.122; number 60, C, carries -0.040; number 61, C, carries -0.109; number 62, C, carries -0.064; number 63, C, carries -0.063; number 64, C, carries -0.063; number 65, C, carries -0.071; number 66, C, carries -0.254; number 67, C, carries -0.275; number 68, C, carries -0.261; number 69, C, carries -0.051; number 70, C, carries -0.039; number 71, C, carries -0.171; number 72, C, carries -0.263; number 73, C, carries -0.045; number 74, C, carries -0.043; number 75, C, carries -0.262; number 76, C, carries -0.321; number 77, C, carries -0.266; number 78, C, carries -0.084; number 79, C, carries -0.206; number 80, C, carries -0.062; number 81, C, carries -0.110; number 82, C, carries -0.107; number 83, C, carries -0.181; number 84, C, carries -0.076; number 85, C, carries -0.132; number 86, C, carries -0.290; number 87, C, carries -0.235; number 88, C, carries -0.142; number 89, C, carries -0.169; number 90, C, carries -0.186; number 91, C, carries -0.101; number 92, H, carries 0.049; number 93, H, carries 0.081; number 94, H, carries 0.050; number 95, H, carries 0.092; number 96, H, carries 0.072; number 97, H, carries 0.119; number 98, H, carries 0.052; number 99, H, carries 0.099

---

(4)
Here is a single C4H7N3O molecule from the OMol25 dataset. Energies are from the ωB97M-V functional and the def2-TZVPD basis.

Atoms and positions in Å:
1 O 1.27867 2.18759 0.32317
2 N 0.04815 0.40893 -0.36089
3 N -1.81424 -0.86698 0.26753
4 N -1.88435 1.75724 -0.40192
5 C 0.75859 -1.01224 -0.22779
6 C 1.27571 1.06836 0.03952
7 C -1.33287 0.61080 -0.04606
8 C 2.22855 -0.28756 -0.06948
9 H 0.79575 -1.62484 -1.23643
10 H 0.39980 -1.57375 0.60606
11 H -2.86176 -0.81164 0.30159
12 H 2.56819 -0.24940 -1.11632
13 H -1.35292 -1.02309 1.29957
14 H 2.88864 -0.23454 0.71973
15 H -2.99592 1.65113 -0.09828

Energy = -396.0128 a.u.
Kohn-Sham gap = 10.00 eV
Highest occupied orbital energy = -9.448 eV
SMILES = [H]/N=C(\N)N1CCC1=O
Maximum force = 6.75 eV/A

From a natural (NBO) analysis of the wavefunction, the atomic charges in e read: number 1, O, carries -0.518; number 2, N, carries -0.521; number 3, N, carries -0.856; number 4, N, carries -0.632; number 5, C, carries -0.190; number 6, C, carries 0.722; number 7, C, carries 0.554; number 8, C, carries -0.517; number 9, H, carries 0.214; number 10, H, carries 0.192; number 11, H, carries 0.379; number 12, H, carries 0.234; number 13, H, carries 0.374; number 14, H, carries 0.235; number 15, H, carries 0.329

---

Q: maximum force of number 4 (C4H7N3O)?
A: 6.75 eV/A

---

Q: The highest highest occupied orbital energy belongs to which entry?
A: C4H8ClNO2